Entry 1:
DFT (the ωB97M-V functional and the def2-TZVPD basis) results for a 4-piece molecular cluster, C40H87N6O5Si overall.

Properties
* 2S+1: 1
* HOMO-LUMO gap: 0.3113 Eh
* charge: +1
* F_max: 0.42 eV Å⁻¹
* electronic energy: -2570.2452 Ha
* HOMO: -10.40 eV

Last columns: bonded neighbours and bond lengths (Å).
CARTESIAN COORDINATES (ANGSTROEM)
1 C 7.09 1.02 0.64  C2 1.528, H35 1.093, H36 1.093, H37 1.089
2 C 5.83 0.56 -0.10  C1 1.528, C3 1.541, H38 1.095, H39 1.090
3 C 4.58 1.34 0.33  C2 1.541, C4 1.518, H40 1.092, H41 1.090
4 C 3.37 0.44 0.20  C3 1.518, N5 1.519, H42 1.084, H43 1.082
5 N 2.03 1.10 0.49  C4 1.519, C6 1.506, C9 1.534, C17 1.523
6 C 2.12 1.78 1.83  N5 1.506, O7 1.379, H44 1.095, H45 1.092
7 O 2.71 0.92 2.73  C6 1.379, C8 1.430
8 C 2.20 1.05 4.06  O7 1.430, H46 1.092, H47 1.093, H48 1.086
9 C 0.88 0.08 0.52  N5 1.534, N10 1.440, C11 1.549, H49 1.092
10 N 1.26 -1.08 1.29  C9 1.440, H50 1.011, H51 1.011
11 C 0.46 -0.35 -0.90  C9 1.549, N12 1.444, H52 1.092, H53 1.090
12 N 1.24 0.16 -2.00  C11 1.444, C13 1.444, H54 1.012
13 C 1.64 1.55 -1.97  N12 1.444, O14 1.408, C17 1.544, H55 1.098
14 O 2.91 1.67 -2.55  C13 1.408, C15 1.431
15 C 2.90 1.82 -3.98  O14 1.431, C16 1.526, H56 1.094, H57 1.095
16 C 4.34 1.96 -4.46  C15 1.526, H58 1.088, H59 1.090, H60 1.089
17 C 1.72 2.16 -0.55  N5 1.523, C13 1.544, C18 1.537, H61 1.088
18 C 0.53 3.09 -0.24  C17 1.537, C19 1.531, H62 1.095, H63 1.090
19 C -0.90 2.64 -0.55  C18 1.531, C20 1.545, H64 1.090, H65 1.093
20 C -1.87 3.85 -0.58  C19 1.545, C21 1.535, H66 1.094, H67 1.093
21 C -3.21 3.60 0.13  C20 1.535, C22 1.534, H68 1.093, H69 1.094
22 C -4.34 3.22 -0.83  C21 1.534, C23 1.529, H70 1.095, H71 1.094
23 C -5.49 2.47 -0.17  C22 1.529, C24 1.537, H72 1.093, H73 1.096
24 C -6.41 1.73 -1.15  C23 1.537, C25 1.542, H74 1.093, H75 1.093
25 C -7.70 2.50 -1.49  C24 1.542, Si26 1.886, H76 1.094, H77 1.097
26 Si -9.14 2.19 -0.32  C25 1.886, C27 1.870, C28 1.881, C29 1.872
27 C -10.14 3.76 -0.09  Si26 1.870, H78 1.093, H79 1.091, H80 1.091
28 C -8.51 1.66 1.37  Si26 1.881, H81 1.093, H82 1.089, H83 1.092
29 C -10.22 0.80 -0.96  Si26 1.872, C30 1.397, C34 1.393
30 C -9.77 -0.13 -1.90  C29 1.397, C31 1.386, H84 1.085
31 C -10.57 -1.17 -2.33  C30 1.386, C32 1.381, H85 1.082
32 C -11.85 -1.31 -1.83  C31 1.381, C33 1.388, H86 1.082
33 C -12.32 -0.40 -0.90  C32 1.388, C34 1.386, H87 1.082
34 C -11.52 0.64 -0.47  C29 1.393, C33 1.386, H88 1.085
35 H 7.15 0.54 1.62  C1 1.093
36 H 7.07 2.10 0.82  C1 1.093
37 H 8.00 0.76 0.11  C1 1.089
38 H 5.66 -0.50 0.14  C2 1.095
39 H 5.97 0.65 -1.18  C2 1.090
40 H 4.49 2.21 -0.33  C3 1.092
41 H 4.71 1.68 1.35  C3 1.090
42 H 3.44 -0.41 0.87  C4 1.084
43 H 3.32 0.05 -0.82  C4 1.082
44 H 2.70 2.70 1.68  C6 1.095
45 H 1.10 2.05 2.13  C6 1.092
46 H 1.17 0.70 4.10  C8 1.092
47 H 2.26 2.08 4.40  C8 1.093
48 H 2.83 0.43 4.69  C8 1.086
49 H 0.06 0.64 0.98  C9 1.092
50 H 1.23 -0.93 2.29  N10 1.011
51 H 0.63 -1.85 1.08  N10 1.011
52 H -0.59 -0.07 -1.04  C11 1.092
53 H 0.50 -1.43 -0.96  C11 1.090
54 H 2.03 -0.43 -2.23  N12 1.012
55 H 0.93 2.16 -2.55  C13 1.098
56 H 2.41 0.95 -4.43  C15 1.094
57 H 2.31 2.70 -4.24  C15 1.095
58 H 5.02 1.92 -3.61  C16 1.088
59 H 4.49 2.91 -4.97  C16 1.090
60 H 4.60 1.17 -5.16  C16 1.089
61 H 2.61 2.79 -0.58  C17 1.088
62 H 0.74 3.98 -0.84  C18 1.095
63 H 0.56 3.44 0.79  C18 1.090
64 H -0.94 2.13 -1.51  C19 1.090
65 H -1.26 1.95 0.21  C19 1.093
66 H -2.07 4.09 -1.62  C20 1.094
67 H -1.37 4.73 -0.17  C20 1.093
68 H -3.49 4.50 0.68  C21 1.093
69 H -3.10 2.81 0.88  C21 1.094
70 H -4.73 4.15 -1.26  C22 1.095
71 H -3.95 2.64 -1.67  C22 1.094
72 H -6.08 3.17 0.42  C23 1.093
73 H -5.07 1.75 0.55  C23 1.096
74 H -6.64 0.74 -0.75  C24 1.093
75 H -5.85 1.55 -2.08  C24 1.093
76 H -8.00 2.31 -2.52  C25 1.094
77 H -7.48 3.58 -1.45  C25 1.097
78 H -9.49 4.52 0.35  C27 1.093
79 H -10.97 3.59 0.59  C27 1.091
80 H -10.53 4.15 -1.04  C27 1.091
81 H -8.05 0.67 1.29  C28 1.093
82 H -7.79 2.35 1.80  C28 1.089
83 H -9.36 1.55 2.05  C28 1.092
84 H -8.77 -0.03 -2.31  C30 1.085
85 H -10.19 -1.88 -3.06  C31 1.082
86 H -12.48 -2.12 -2.16  C32 1.082
87 H -13.33 -0.50 -0.50  C33 1.082
88 H -11.91 1.35 0.25  C34 1.085
89 C 8.27 -2.87 -0.04  C90 1.525, H95 1.090, H96 1.090, H97 1.091
90 C 9.07 -2.34 -1.22  C89 1.525, C91 1.533, N94 1.466, H98 1.095
91 C 10.07 -3.34 -1.81  C90 1.533, O92 1.411, H99 1.093, H100 1.099
92 O 11.23 -3.54 -1.04  C91 1.411, C93 1.414
93 C 11.12 -4.49 0.01  O92 1.414, H101 1.095, H102 1.093, H103 1.089
94 N 9.71 -1.08 -0.83  C90 1.466, H104 1.016, H105 1.017
95 H 8.87 -2.90 0.87  C89 1.090
96 H 7.41 -2.23 0.15  C89 1.090
97 H 7.90 -3.88 -0.24  C89 1.091
98 H 8.36 -2.11 -2.03  C90 1.095
99 H 10.42 -2.95 -2.77  C91 1.093
100 H 9.57 -4.31 -2.01  C91 1.099
101 H 10.47 -5.32 -0.28  C93 1.095
102 H 10.74 -4.04 0.93  C93 1.093
103 H 12.12 -4.87 0.20  C93 1.089
104 H 10.14 -0.65 -1.65  N94 1.016
105 H 10.48 -1.30 -0.21  N94 1.017
106 C 2.28 -2.92 -5.36  C107 1.524, H112 1.091, H113 1.090, H114 1.091
107 C 2.20 -3.63 -4.02  C106 1.524, C108 1.532, N111 1.469, H115 1.094
108 C 1.16 -4.76 -3.96  C107 1.532, O109 1.413, H116 1.093, H117 1.097
109 O -0.18 -4.32 -3.88  C108 1.413, C110 1.417
110 C -0.80 -4.02 -5.12  O109 1.417, H118 1.094, H119 1.093, H120 1.089
111 N 1.96 -2.63 -2.97  C107 1.469, H121 1.017, H122 1.018
112 H 1.44 -2.24 -5.51  C106 1.091
113 H 3.19 -2.32 -5.41  C106 1.090
114 H 2.30 -3.64 -6.19  C106 1.091
115 H 3.17 -4.09 -3.82  C107 1.094
116 H 1.33 -5.33 -3.05  C108 1.093
117 H 1.29 -5.44 -4.81  C108 1.097
118 H -0.46 -4.70 -5.91  C110 1.094
119 H -0.62 -2.99 -5.44  C110 1.093
120 H -1.87 -4.15 -4.98  C110 1.089
121 H 2.02 -3.09 -2.06  N111 1.017
122 H 0.99 -2.34 -3.05  N111 1.018
123 C 0.15 -1.57 7.44  C124 1.524, H129 1.090, H130 1.090, H131 1.091
124 C -0.55 -0.33 6.91  C123 1.524, C125 1.532, N128 1.470, H132 1.095
125 C -1.88 0.00 7.60  C124 1.532, O126 1.410, H133 1.093, H134 1.097
126 O -2.95 -0.83 7.23  C125 1.410, C127 1.417
127 C -3.06 -2.05 7.94  O126 1.417, H135 1.094, H136 1.093, H137 1.088
128 N -0.71 -0.46 5.45  C124 1.470, H138 1.017, H139 1.017
129 H -0.34 -2.48 7.09  C123 1.090
130 H 1.18 -1.60 7.10  C123 1.090
131 H 0.15 -1.59 8.53  C123 1.091
132 H 0.11 0.53 7.09  C124 1.095
133 H -2.17 1.01 7.30  C125 1.093
134 H -1.75 0.00 8.69  C125 1.097
135 H -2.77 -1.92 8.99  C127 1.094
136 H -2.46 -2.85 7.50  C127 1.093
137 H -4.11 -2.35 7.91  C127 1.088
138 H -1.08 0.41 5.08  N128 1.017
139 H -1.45 -1.13 5.28  N128 1.017

=====

Entry 2:
DFT (the ωB97M-V functional and the def2-TZVPD basis) results for an isolated molecule of C4H4BrFOS.

Properties
* 2S+1: 1
* HOMO-LUMO gap: 0.3468 Eh
* SMILES: O[C@@]1(Br)CC=C(F)S1
* F_max: 3.50 eV Å⁻¹
* electronic energy: -3302.0775 Ha
* HOMO: -8.89 eV
* ΔE to the lowest compared entry with this formula, charge and spin: 0.0000 eV

Last columns: bonded neighbours and bond lengths (Å).
CARTESIAN COORDINATES (ANGSTROEM)
1 O -1.96 0.58 0.11  C2 1.508, H9 0.990
2 C -0.73 0.17 -0.66  O1 1.508, Br3 1.972, C4 1.567, S8 1.819
3 Br -1.01 0.69 -2.54  C2 1.972
4 C 0.45 0.91 0.07  C2 1.567, C5 1.485, H10 1.147, H11 1.160
5 C 1.25 -0.15 0.73  C4 1.485, C6 1.294, H12 1.032
6 C 0.79 -1.34 0.52  C5 1.294, F7 1.394, S8 1.701
7 F 1.34 -2.46 1.14  C6 1.394
8 S -0.47 -1.63 -0.59  C2 1.819, C6 1.701
9 H -2.70 0.19 -0.41  O1 0.990
10 H 0.03 1.52 0.94  C4 1.147
11 H 0.98 1.58 -0.71  C4 1.160
12 H 2.03 -0.05 1.40  C5 1.032